No. 1
C51H135N13O20 | ωB97M-V/def2-TZVPD

Computed properties:
E_tot	-4240.34180	Ha
HOMO	-8.17	eV
Kohn-Sham gap	0.310	hartree

ORCA input file:
```
! RIJCOSX wB97M-V def2-TZVPD def2/J DEFGRID3
* xyz 0 1
C -4.1701 -0.1838 7.4251
O -3.3791 -0.6791 6.6205
N -4.1512 1.1264 7.7443
N -5.1232 -0.9120 8.1027
H -4.8758 1.4560 8.3501
H -3.3486 1.7145 7.4745
H -5.0185 -1.8954 7.8678
H -5.6369 -0.5050 8.8521
C -4.0118 2.8757 0.1263
O -4.1823 1.6600 0.1800
N -2.8394 3.4611 -0.2697
N -4.9485 3.7749 0.5030
H -2.8667 4.3461 -0.7396
H -2.0565 2.8419 -0.4229
H -4.7085 4.7413 0.3880
H -5.8361 3.5566 0.9127
C -3.1460 -4.0918 7.6809
O -4.3505 -3.8397 7.6862
N -2.2312 -3.3716 6.9797
N -2.6007 -4.9082 8.6615
H -2.5592 -2.4674 6.6652
H -1.3213 -3.7450 6.7906
H -3.0819 -5.3384 9.4220
H -1.6063 -4.7751 8.6208
C 3.1241 -4.1392 -3.7901
C 1.8290 -4.5689 -2.9787
O 2.2863 -5.1038 -1.7311
H 2.7590 -3.4120 -4.5177
H 3.5326 -5.0363 -4.2471
H 3.8208 -3.6091 -3.1456
H 1.1148 -5.2112 -3.4889
H 1.2504 -3.6552 -2.7970
H 2.8866 -4.4347 -1.3621
C 0.6955 0.3482 -6.1504
C 0.7415 -1.1741 -6.0606
O 1.1626 -1.6392 -4.8007
H -0.0959 0.6667 -5.4694
H 0.4102 0.6618 -7.1552
H 1.6640 0.7860 -5.9118
H 1.3606 -1.5824 -6.8720
H -0.2359 -1.6110 -6.2950
H 1.5688 -0.8853 -4.3282
C -1.5207 -3.4571 -2.8972
C -1.8420 -3.7713 -4.3427
O -3.2452 -3.6190 -4.6012
H -0.4468 -3.5200 -2.7192
H -2.0137 -4.1475 -2.2081
H -1.8674 -2.4731 -2.5759
H -1.5243 -4.7946 -4.5556
H -1.3266 -3.0466 -4.9776
H -3.3507 -3.6367 -5.5560
C -9.0785 -4.2180 -4.9099
O -8.0357 -4.2049 -3.9776
C -8.3753 -4.7316 -2.7116
C -7.1767 -4.4809 -1.7631
N -6.9526 -3.1136 -1.3648
C -5.8136 -3.0037 -0.4545
C -5.4992 -1.4856 -0.2684
O -5.6491 -0.7576 -1.4706
C -4.5850 -0.9675 -2.3686
H -9.5042 -5.2098 -5.1072
H -8.6563 -4.0139 -5.8983
H -9.8419 -3.4658 -4.7015
H -8.5811 -5.8035 -2.7748
H -9.2258 -4.2701 -2.1970
H -6.2762 -4.8190 -2.3014
H -7.3365 -5.2041 -0.9587
H -6.7207 -2.6451 -2.2327
H -4.9442 -3.4284 -0.9763
H -5.9624 -3.5213 0.4899
H -4.5071 -1.2708 0.1378
H -6.1761 -1.0802 0.4836
H -4.8733 -1.0508 -3.4185
H -4.2019 -1.9880 -2.2403
H -3.7534 -0.2728 -2.2320
C 2.5788 7.0694 -8.9663
O 2.9941 5.8714 -8.3897
C 4.0288 6.0810 -7.4281
C 4.2821 4.7232 -6.7572
N 4.9286 3.8561 -7.7465
C 5.1431 2.4888 -7.2869
C 6.5009 2.2414 -6.5660
O 6.2202 1.1496 -5.7030
C 7.3689 0.6089 -5.0791
H 1.7623 6.8989 -9.6725
H 3.2871 7.7111 -9.5003
H 2.0823 7.7245 -8.2356
H 3.7658 6.9003 -6.7532
H 4.9686 6.3942 -7.8934
H 3.3461 4.2686 -6.4184
H 4.9072 4.9398 -5.8893
H 4.2441 3.6939 -8.4774
H 5.1159 1.8337 -8.1589
H 4.4134 2.1043 -6.5644
H 6.6731 3.1656 -6.0049
H 7.3182 2.0075 -7.2484
H 8.1209 1.3811 -4.8911
H 7.8029 -0.1624 -5.7218
H 7.2065 0.1466 -4.1043
C 4.3345 -4.3627 0.7673
O 4.2251 -3.6802 -0.4410
C 4.6889 -2.3129 -0.4367
C 5.9986 -2.0209 0.2595
N 6.4399 -0.6540 -0.0692
C 5.6885 0.3547 0.6978
C 6.2546 0.5251 2.1163
O 5.9133 -0.4870 3.0511
C 4.6214 -0.5019 3.6242
H 5.3337 -4.4533 1.2042
H 4.0059 -5.3988 0.6548
H 3.6498 -3.9772 1.5358
H 3.8601 -1.7931 0.0582
H 4.7219 -1.9725 -1.4693
H 6.7748 -2.6906 -0.1285
H 6.0222 -2.2436 1.3290
H 7.4337 -0.6655 0.1161
H 4.6192 0.1589 0.6845
H 5.9191 1.3320 0.2623
H 5.8489 1.4428 2.5616
H 7.3401 0.4679 2.0530
H 4.3289 0.4533 4.0703
H 4.6048 -1.2317 4.4321
H 3.9684 -0.8505 2.8184
C -1.7113 -1.2490 3.7134
O -1.4003 -1.3493 2.3375
C -2.0681 -0.4412 1.4372
C -1.4394 -0.8129 0.0649
N -0.0809 -0.4117 -0.1559
C 0.4128 -0.4671 -1.5233
C 1.8922 -0.1414 -1.6767
O 2.1180 0.1360 -3.0168
C 3.4703 0.3820 -3.3932
H -2.7305 -1.4578 4.0574
H -1.6505 -0.1715 3.9214
H -0.9917 -1.8544 4.2596
H -1.9693 0.6059 1.7274
H -3.0997 -0.7940 1.4004
H -2.0160 -0.0608 -0.4976
H -1.6712 -1.8498 -0.1951
H 0.5967 -0.9605 0.3805
H -0.1734 0.1844 -2.1820
H 0.3007 -1.4551 -1.9953
H 2.3940 -1.0281 -1.2664
H 2.1188 0.7053 -1.0146
H 3.9439 -0.6064 -3.4066
H 4.0927 0.9996 -2.7433
H 3.4592 0.7525 -4.4149
C 3.0673 -5.2139 4.3300
O 2.7756 -4.7633 3.0395
C 1.4062 -4.7573 2.6380
C 1.2068 -3.8245 1.4295
N 1.2074 -2.3849 1.6427
C 2.3483 -1.9059 2.4056
C 2.2763 -0.3616 2.6316
O 3.0649 0.3631 1.7542
C 3.4940 1.6378 2.2491
H 2.9940 -6.3015 4.4335
H 2.4828 -4.7152 5.1108
H 4.1147 -4.9557 4.4960
H 0.7757 -4.4453 3.4802
H 1.1378 -5.7904 2.4006
H 0.2731 -4.0687 0.9205
H 2.0068 -4.0752 0.7242
H 0.2695 -2.0910 1.8952
H 3.2391 -2.1735 1.8323
H 2.3662 -2.3934 3.3843
H 2.4720 -0.2696 3.7064
H 1.2224 -0.1153 2.4390
H 4.0835 2.2181 1.5411
H 4.2085 1.2970 3.0081
H 2.6862 2.2620 2.6313
C -0.7279 4.0341 -3.4772
O 0.5538 4.6259 -3.4372
C 1.5713 3.9092 -2.7363
C 1.2660 3.9295 -1.2228
N 0.3620 2.9025 -0.7206
C 0.2601 2.7991 0.7154
C -0.2670 4.0818 1.3732
O 0.8000 4.7372 2.0380
C 0.4098 5.6654 2.9810
H -1.0294 3.8257 -2.4465
H -0.7294 3.0774 -4.0076
H -1.4238 4.7700 -3.8732
H 2.5151 4.4237 -2.9070
H 1.6610 2.9213 -3.2009
H 0.9134 4.9483 -1.0420
H 2.2192 3.9737 -0.6720
H 0.6106 1.9801 -1.0463
H 1.2645 2.5615 1.0855
H -0.4023 1.9781 0.9830
H -1.0384 3.7991 2.0994
H -0.8076 4.7317 0.6795
H -0.2660 6.4077 2.5215
H 1.2778 6.2807 3.2371
H -0.0718 5.3677 3.9208
C -1.7021 3.3254 8.7846
O -2.0811 2.8036 7.5471
C -1.1752 3.0114 6.4560
C -1.8252 2.5349 5.1729
N -2.8539 3.4972 4.7372
C -3.4752 3.1314 3.4793
C -4.4040 1.8736 3.5616
O -5.2262 1.7925 4.7024
C -6.1123 2.8845 4.8875
H -1.2765 4.3293 8.6983
H -1.0410 2.7278 9.4215
H -2.6045 3.4173 9.3940
H -0.2631 2.4692 6.7218
H -0.9832 4.0880 6.4187
H -2.2147 1.5188 5.3138
H -1.0350 2.3924 4.4291
H -3.5509 3.2849 5.4523
H -2.7371 2.8841 2.7147
H -4.0899 3.9674 3.1394
H -3.7606 0.9912 3.5572
H -5.1017 1.7317 2.7267
H -5.5266 3.7497 5.2085
H -6.8879 2.6113 5.5966
H -6.5859 3.1199 3.9269
*
```

=====

No. 2
C5H8N2O | ωB97M-V/def2-TZVPD

Computed properties:
ΔE to the lowest compared entry with this formula, charge and spin	562.46	kJ/mol
E_tot	-379.87395	Ha
SMILES string	C[C@@H]1C=[N+]1[O-].CC#N
HOMO	-8.72	eV
Kohn-Sham gap	0.342	hartree

ORCA input file:
```
! RIJCOSX wB97M-V def2-TZVPD def2/J DEFGRID3
* xyz 0 1
C 2.1573 1.9501 0.7828
C -0.3590 -1.5160 0.0065
C -0.2407 -0.4055 0.9823
C 2.2133 2.7701 1.9711
C -1.3617 -2.5947 0.2137
N 2.1496 0.9891 0.1505
N -0.9384 -0.2053 -0.0544
O -1.6744 0.5216 -0.6955
H 0.3963 -1.7669 -0.6965
H -0.3275 -0.0915 2.0527
H 1.1813 2.9040 2.3969
H 2.7895 3.6803 1.7446
H 2.7254 2.2157 2.8770
H -2.2748 -2.1140 0.6279
H -0.9412 -3.2527 1.0767
H -1.6531 -3.1432 -0.7499
*
```

=====

No. 3
C18H67HgO18 | ωB97M-V/def2-TZVPD

Computed properties:
ΔE to the lowest compared entry with this formula, charge and spin	9.13	kJ/mol
E_tot	-2233.26916	Ha
HOMO	-11.72	eV
Kohn-Sham gap	0.357	hartree

ORCA input file:
```
! RIJCOSX wB97M-V def2-TZVPD def2/J DEFGRID3
* xyz 1 1
Hg -17.1857 -1.9684 8.4349
C -20.0903 1.0999 7.3921
C -19.0424 0.0235 7.7019
O -19.3109 -1.1806 7.5363
O -17.9560 0.3249 8.1936
H -19.8571 1.7326 6.5356
H -20.1941 1.7204 8.2822
H -21.0266 0.6093 7.1260
C -18.4056 1.7314 11.4604
O -19.4596 2.0505 12.3369
H -17.9179 0.8198 11.8057
H -18.8650 1.7260 10.4720
H -17.5921 2.4567 11.4464
H -19.7003 2.9525 12.1131
C -12.8128 -5.5060 7.6028
O -13.5935 -4.4125 7.2299
H -12.2795 -5.2967 8.5302
H -13.5173 -6.2990 7.8535
H -12.1766 -5.8845 6.8027
H -13.0336 -3.8321 6.7092
C -19.3839 -4.5016 7.0095
O -18.3821 -4.0291 7.8701
H -20.3891 -4.5830 7.4229
H -19.4682 -3.7119 6.2630
H -19.1253 -5.3867 6.4284
H -18.3444 -4.7788 8.4685
C -20.3275 -5.6632 10.1580
O -18.9396 -5.4998 10.3617
H -20.7896 -4.7750 9.7270
H -20.4240 -6.4847 9.4481
H -20.8913 -5.9268 11.0529
H -18.6744 -6.3398 10.7432
C -19.3446 -1.8196 10.8080
O -18.3296 -2.7770 10.3663
H -20.3194 -2.2501 10.5790
H -19.3213 -1.7724 11.8967
H -19.1388 -0.8339 10.3908
H -18.6169 -3.6564 10.6228
C -15.3064 0.0854 10.6223
O -16.1080 -1.0786 10.4969
H -14.3000 -0.1224 10.9857
H -15.3339 0.6790 9.7085
H -15.7380 0.7917 11.3315
H -16.1244 -1.5043 11.3572
C -15.3660 -4.4708 10.2882
O -15.5487 -3.8325 9.0954
H -16.3421 -4.8549 10.5848
H -14.6258 -5.2682 10.2231
H -15.0694 -3.8134 11.1055
H -14.8302 -4.0709 8.5051
C -22.7352 -1.3553 7.8125
O -21.8859 -2.4864 7.6910
H -22.9592 -0.8843 6.8554
H -23.7292 -1.6668 8.1335
H -22.4425 -0.5473 8.4830
H -21.0330 -2.1240 7.4406
C -14.5617 -0.0834 6.9878
O -14.9463 -1.2139 7.8267
H -15.3976 0.3194 6.4159
H -14.0608 0.7482 7.4835
H -13.8450 -0.4747 6.2659
H -14.1454 -1.5668 8.2212
C -16.5703 -3.3267 5.2944
O -16.8072 -2.1593 6.1037
H -16.8979 -4.3111 5.6284
H -17.1987 -3.2245 4.4096
H -15.5104 -3.3438 5.0407
H -16.5709 -1.4426 5.5103
C -11.4674 -1.5558 8.8021
O -12.7797 -1.8676 9.2096
H -10.9820 -2.4919 8.5262
H -11.4935 -0.9233 7.9147
H -10.8587 -1.0852 9.5741
H -12.8648 -2.3279 10.0477
C -16.0713 -0.9420 14.1041
O -16.2675 -1.8139 13.0387
H -16.4557 -1.2460 15.0777
H -15.0324 -0.6577 14.2716
H -16.5441 -0.0068 13.8044
H -17.0044 -2.3684 13.3050
C -16.8304 0.8897 4.1847
O -16.1244 -0.2562 4.1335
H -17.2504 1.1750 5.1492
H -16.1403 1.6603 3.8411
H -17.6822 0.6863 3.5357
H -15.8927 -0.3822 3.2105
C -17.5490 3.8147 8.7126
O -17.0413 3.0759 7.5936
H -18.5894 3.5378 8.8834
H -17.0017 3.5732 9.6238
H -17.5365 4.8520 8.3780
H -17.2954 2.1525 7.6586
C -20.6534 -1.1164 4.4154
O -21.8063 -0.8163 3.6500
H -19.8745 -1.5796 3.8098
H -20.2471 -0.1985 4.8404
H -20.9355 -1.7406 5.2633
H -22.2058 -1.6369 3.3522
C -17.4457 -7.5022 7.9313
O -17.8006 -8.0055 6.7128
H -16.6180 -8.0282 8.4071
H -17.1665 -6.4551 7.8141
H -18.3273 -7.5292 8.5717
H -17.9935 -8.9387 6.8286
*
```

=====

No. 4
C8H15N2 | ωB97M-V/def2-TZVPD

Computed properties:
ΔE to the lowest compared entry with this formula, charge and spin	278.50	kJ/mol
E_tot	-422.98825	Ha
HOMO	-13.63	eV
Kohn-Sham gap	0.325	hartree

ORCA input file:
```
! RIJCOSX wB97M-V def2-TZVPD def2/J DEFGRID3
* xyz 1 1
C -1.1455 -3.3635 0.1458
C -0.3228 -1.7472 -1.2732
C 0.0769 -1.4757 0.0664
C -0.8784 3.1030 -0.7542
C 1.6188 -0.3442 1.7563
C 0.3137 2.1742 -0.2557
C -0.2103 0.8633 0.4067
C 0.9057 -0.2887 0.3897
N -1.0935 -2.9758 -1.0956
N -0.5172 -2.3068 0.8566
H -0.9368 -0.8760 -1.5569
H 0.4033 -2.0047 -2.0604
H -1.6051 3.2862 0.0170
H -0.5354 4.0812 -1.2068
H -1.4452 2.7834 -1.6573
H 0.8114 -0.7951 2.3922
H 2.5369 -1.0268 1.8129
H 1.9399 0.6914 2.0147
H 0.8024 1.8566 -1.1729
H 1.0421 2.6358 0.3183
H -0.4778 1.0680 1.5318
H -1.1964 0.6041 -0.1890
H 1.5710 -0.0562 -0.4814
H -1.1494 -3.7439 -1.8747
H -0.5081 -2.1428 1.8696
*
```

=====

No. 5
C2H4BrP | ωB97M-V/def2-TZVPD

Computed properties:
ΔE to the lowest compared entry with this formula, charge and spin	410.16	kJ/mol
E_tot	-2993.79828	Ha
HOMO (spin up / spin down)	-8.81 / -8.62	eV
Kohn-Sham gap (spin up / spin down)	0.319 / 0.258	hartree

ORCA input file:
```
! RIJCOSX wB97M-V def2-TZVPD def2/J DEFGRID3
* xyz 0 1
C -1.5995 1.3241 0.7286
C -1.2076 1.2923 -0.4691
P 1.6147 -2.4101 0.7187
Br 1.3484 -1.1578 -1.0698
H 3.1205 -2.3064 0.6621
H -1.5447 0.6820 1.6031
H -1.2212 2.0447 -1.1424
H -0.5106 0.5311 -1.0314
*
```

=====

No. 6
C4H11INO | ωB97M-V/def2-TZVPD

Computed properties:
ΔE to the lowest compared entry with this formula, charge and spin	210.24	kJ/mol
E_tot	-586.36577	Ha
SMILES string	CO[C@H](C)[C@H]([NH3+])I
HOMO	-13.54	eV
Kohn-Sham gap	0.355	hartree

ORCA input file:
```
! RIJCOSX wB97M-V def2-TZVPD def2/J DEFGRID3
* xyz 1 1
C 1.8855 -0.5380 0.6910
C -1.1486 1.5157 1.0969
C 0.3457 -0.3493 0.7698
C -0.2043 -1.1970 -0.7960
N -0.1817 -0.0362 -1.7452
O 0.0787 0.9844 0.5409
I -2.3667 -1.6544 -0.7415
H 2.2945 0.0854 1.5133
H 2.1675 -1.6712 0.8112
H 2.0370 -0.2027 -0.2794
H -2.1200 1.1255 0.7121
H -1.2538 2.5602 0.6257
H -1.1962 1.5209 2.1502
H -0.3178 -0.8392 1.5714
H 0.5115 -2.0488 -1.1099
H -0.9945 -0.0395 -2.3167
H 0.6658 -0.0177 -2.3617
H -0.2026 0.8018 -1.1321
*
```

=====

No. 7
C4H6O | ωB97M-V/def2-TZVPD

Computed properties:
ΔE to the lowest compared entry with this formula, charge and spin	509.96	kJ/mol
E_tot	-231.02948	Ha
HOMO (spin up / spin down)	-10.37 / -8.22	eV
Kohn-Sham gap (spin up / spin down)	0.352 / 0.247	hartree

ORCA input file:
```
! RIJCOSX wB97M-V def2-TZVPD def2/J DEFGRID3
* xyz 0 1
C 0.3383 -0.3314 0.4645
C 0.4633 -1.6321 0.7007
C -0.2186 0.9873 0.8794
C 0.6155 0.7772 -0.3126
O -1.1544 0.7753 -2.2842
H 0.9725 -2.2841 0.0115
H 0.0475 -2.0787 1.5882
H -1.2810 1.1517 0.7427
H 0.1869 1.5419 1.7176
H 1.2316 1.2550 -1.0327
H -1.2016 -0.1619 -2.4752
*
```

=====

No. 8
C5H4N2O | ωB97M-V/def2-TZVPD

Computed properties:
ΔE to the lowest compared entry with this formula, charge and spin	187.17	kJ/mol
E_tot	-377.59276	Ha
SMILES string	[H]/N=C1\N=CC(=C)C1=O
HOMO	-9.79	eV
Kohn-Sham gap	0.321	hartree

ORCA input file:
```
! RIJCOSX wB97M-V def2-TZVPD def2/J DEFGRID3
* xyz 0 1
C 2.1544 0.3945 0.0200
C 0.8134 0.1422 0.0546
C 0.2148 -1.2469 -0.0373
C -1.4745 0.0058 -0.0536
C -0.3103 1.0399 -0.0635
H 2.7384 -0.5429 -0.0454
H 2.5533 1.4406 0.2388
H 1.0127 -2.1005 -0.0957
H -3.3969 -0.4748 0.1454
N -1.0504 -1.2971 -0.1379
N -2.7098 0.4136 0.1072
O -0.5451 2.2255 -0.1326
*
```

=====

No. 9
C5H8N2OS | ωB97M-V/def2-TZVPD

Computed properties:
ΔE to the lowest compared entry with this formula, charge and spin	358.76	kJ/mol
E_tot	-778.16316	Ha
HOMO (spin up / spin down)	-8.05 / -8.05	eV
Kohn-Sham gap (spin up / spin down)	0.283 / 0.283	hartree

ORCA input file:
```
! RIJCOSX wB97M-V def2-TZVPD def2/J DEFGRID3
* xyz 0 1
C 1.9201 -1.5963 0.2567
C 1.7223 0.7307 -0.3657
C 2.2905 -0.5945 -0.7981
C 0.1737 -0.3126 0.9439
C -2.7762 0.7028 0.3951
N 0.9041 -1.4788 1.0080
N 0.7459 0.8498 0.4335
O -2.1810 -1.7609 -0.3276
S -1.6278 -0.4216 -0.4922
H 2.5674 -2.4461 0.4287
H 2.1831 1.6373 -0.7360
H 3.3703 -0.5400 -0.9522
H 1.8298 -0.8914 -1.7481
H -0.4238 -0.1431 1.8340
H -2.8067 1.6325 -0.1627
H -2.4552 0.8891 1.4128
H -3.7471 0.2173 0.3878
*
```

=====

No. 10
C19H31BHfN3O6 | ωB97M-V/def2-TZVPD

Computed properties:
ΔE to the lowest compared entry with this formula, charge and spin	0.00	kJ/mol
E_tot	-1431.07383	Ha
HOMO	-10.27	eV
Kohn-Sham gap	0.221	hartree

ORCA input file:
```
! RIJCOSX wB97M-V def2-TZVPD def2/J DEFGRID3
* xyz 1 1
Hf 0.6855 -0.1201 -1.2159
C -1.3647 1.7392 -2.4691
N -0.5262 0.6543 -3.0546
C 0.3007 1.2302 -4.1492
C -1.3877 -0.4329 -3.5925
C -1.8043 -1.3931 -2.4967
N -0.6254 -1.9758 -1.7957
C -1.1209 -2.6878 -0.5853
C 0.1168 -2.9217 -2.6640
H -1.9431 2.2193 -3.2614
H -0.7202 2.4893 -2.0070
H -2.0456 1.3455 -1.7143
H -0.3455 1.5830 -4.9556
H 0.9779 0.4712 -4.5390
H 0.8920 2.0559 -3.7628
H -0.8276 -0.9535 -4.3684
H -2.2732 -0.0095 -4.0733
H -2.4171 -2.1943 -2.9202
H -2.4103 -0.8837 -1.7432
H -1.8204 -3.4748 -0.8757
H -1.6248 -1.9830 0.0771
H -0.2909 -3.1499 -0.0561
H -0.5312 -3.7405 -2.9859
H 0.9571 -3.3392 -2.1108
H 0.5079 -2.4173 -3.5468
O 5.4744 -2.8490 3.1391
C 5.5835 -1.7432 2.5989
O 6.3487 -0.7821 2.7030
C 4.4608 -1.4958 1.5285
C 3.5032 -2.4782 1.2812
C 2.4992 -2.2284 0.3829
N 2.4067 -1.0556 -0.2880
C 3.3684 -0.1049 -0.0640
C 4.3901 -0.2907 0.8262
C 3.2067 1.1704 -0.8473
O 3.8930 2.1286 -0.7318
O 2.1377 1.1053 -1.7074
H 3.5835 -3.4114 1.8245
H 1.7411 -2.9723 0.1726
H 5.1421 0.4678 1.0063
C -3.2645 0.3907 2.6990
C -2.2886 1.2382 1.9137
C -3.0018 2.3943 1.2308
O -1.7094 0.4161 0.8287
B -0.4012 0.8313 0.6892
O 0.0170 1.6731 1.6564
C -1.0173 1.6788 2.7021
C -1.0882 3.0663 3.3018
C -0.5714 0.6638 3.7436
H -4.1174 0.1298 2.0721
H -3.6378 0.9517 3.5571
H -2.8025 -0.5255 3.0600
H -3.7578 1.9988 0.5511
H -2.3024 3.0130 0.6655
H -3.5045 3.0274 1.9610
H -1.2344 3.8298 2.5410
H -0.1587 3.2812 3.8270
H -1.9067 3.1219 4.0215
H -0.5219 -0.3432 3.3257
H -1.2499 0.6547 4.5963
H 0.4216 0.9365 4.0980
*
```